This record from the OMol25 dataset describes a 13-piece molecular cluster, C32H50FN14O4P2S overall in a non-equilibrium geometry. The level of theory is wB97M-V/def2-TZVPD.

Geometry (Å):
S1 2.20 -1.79 1.46
P1 2.01 0.05 0.78
P2 2.28 1.65 2.41
F1 5.46 1.46 4.47
O1 0.61 0.24 -0.02
O2 2.63 3.07 5.87
O3 3.06 0.20 -0.45
O4 2.48 2.89 3.77
N1 -5.13 -2.20 -2.89
N2 1.95 -4.77 -2.58
N3 -4.55 2.63 4.84
N4 3.76 1.59 -5.96
N5 -3.44 -2.36 0.15
N6 5.08 -2.94 -5.47
N7 -1.61 0.35 3.22
N8 2.27 2.37 4.98
N9 5.82 -0.45 -1.75
N10 -1.62 4.10 -0.17
N11 -0.37 0.59 -2.73
N12 -1.48 -4.07 -2.33
N13 -4.06 -3.55 5.05
N14 -6.97 4.72 3.52
C1 -5.91 5.05 3.22
C2 -3.17 -5.38 3.43
C3 -4.18 -4.17 -4.29
C4 1.94 -3.73 -3.06
C5 -1.63 2.70 3.08
C6 6.23 0.20 -4.24
C7 -4.56 5.46 2.89
C8 4.17 -5.35 -5.83
C9 5.18 0.31 3.77
C10 4.69 -4.00 -5.64
C11 -4.71 -3.06 -3.52
C12 3.95 2.68 -5.65
C13 5.01 0.60 2.31
C14 -5.59 2.15 4.95
C15 -1.13 4.44 -1.15
C16 -0.31 0.44 2.99
C17 -4.05 -1.92 1.02
C18 -0.31 2.76 2.80
C19 -2.63 -0.50 -2.05
C20 -2.25 1.51 3.28
C21 -4.83 -1.38 2.11
C22 4.18 4.05 -5.23
C23 -0.48 4.86 -2.38
C24 -1.37 0.11 -2.43
C25 -0.56 -3.55 0.04
C26 -3.66 -4.36 4.35
C27 -1.08 -3.85 -1.28
C28 -6.92 1.59 5.06
C29 1.97 -2.41 -3.67
C30 6.02 -0.17 -2.85
C31 0.39 1.59 2.75
C32 4.14 1.81 2.00
H1 0.80 0.83 -0.76
H2 3.74 4.73 -5.95
H3 -2.18 -5.70 3.74
H4 3.53 -0.64 -0.55
H5 -0.09 -4.44 0.46
H6 0.60 4.82 -2.26
H7 5.78 -0.56 -4.89
H8 -5.83 -1.14 1.76
H9 2.49 0.57 3.32
H10 -0.78 5.89 -2.61
H11 -0.77 4.20 -3.19
H12 2.02 2.74 1.46
H13 0.23 -0.49 2.97
H14 -1.36 -3.22 0.69
H15 7.29 0.27 -4.45
H16 -4.85 -5.02 -4.22
H17 4.20 -5.60 -6.89
H18 -4.35 -0.48 2.49
H19 -4.07 -3.87 -5.33
H20 -3.29 1.49 3.50
H21 -2.61 -0.76 -1.00
H22 -4.25 4.99 1.95
H23 3.74 4.21 -4.25
H24 -3.20 -4.44 -3.88
H25 3.14 -5.39 -5.47
H26 4.52 2.63 2.59
H27 -3.12 -4.96 2.42
H28 4.24 2.11 0.97
H29 1.82 -2.52 -4.74
H30 5.75 1.15 -4.43
H31 4.77 -6.05 -5.27
H32 -3.84 -6.23 3.43
H33 4.31 -0.17 4.20
H34 4.71 -0.29 1.79
H35 5.25 4.24 -5.18
H36 -7.09 1.24 6.08
H37 -2.21 3.60 3.18
H38 0.19 3.71 2.68
H39 -4.52 6.54 2.78
H40 -2.79 -1.40 -2.63
H41 -7.03 0.75 4.38
H42 2.94 -1.95 -3.49
H43 -3.44 0.20 -2.24
H44 -3.88 5.14 3.68
H45 1.18 -1.79 -3.25
H46 6.01 0.84 1.95
H47 -7.65 2.35 4.81
H48 0.19 -2.76 -0.03
H49 -4.88 -2.11 2.91
H50 6.02 -0.36 3.92

Net charge   -1
LUMO energy   1.81 eV
HOMO level   -4.7 eV
E_tot   -3497.566734 a.u.


This record from the OMol25 dataset describes C32H51B2BaF4N5O5Si2 as an isolated structure. The level of theory is wB97M-V/def2-TZVPD.

Geometry (Å):
Ba1 -0.16 0.53 0.38
Si1 -2.54 -0.24 3.16
Si2 0.28 -2.30 -2.33
F1 1.73 3.92 -2.61
F2 -3.33 0.83 -3.44
F3 3.58 4.12 -1.22
F4 -3.94 -0.69 -1.82
O1 -1.75 -0.74 -2.46
O2 2.62 2.03 -1.51
O3 1.50 3.92 -0.27
O4 1.69 -0.06 2.36
O5 -2.84 1.20 -1.16
N1 -0.40 -0.47 -2.42
N2 -1.77 2.07 -1.34
N3 0.27 3.31 -0.31
N4 -0.98 -0.65 2.61
N5 1.54 1.29 -1.82
C1 -0.69 4.02 -0.78
C2 1.53 1.88 3.81
C3 1.87 -2.26 5.29
C4 -2.57 0.29 4.96
C5 -3.07 1.27 2.15
C6 -1.39 -2.52 0.03
C7 2.38 -1.91 -0.43
C8 2.80 3.85 3.21
C9 -0.40 -2.18 4.47
C10 0.04 0.42 -3.27
C11 -0.26 -4.57 -0.72
C12 2.25 -1.37 4.29
C13 -0.07 -1.24 3.47
C14 -3.27 3.79 -0.40
C15 1.34 1.06 -3.07
C16 1.30 -0.92 3.40
C17 -0.92 -3.27 -1.21
C18 2.16 1.58 -4.20
C19 2.13 -2.35 -1.88
C20 2.08 1.23 2.72
C21 3.03 -1.52 -2.81
C22 1.90 3.20 4.05
C23 -0.57 5.44 -1.23
C24 2.58 -3.82 -2.07
C25 -0.76 0.88 -4.43
C26 2.97 1.87 1.86
C27 -2.15 -3.69 -2.03
C28 0.03 -2.74 -4.12
C29 3.32 3.19 2.11
C30 0.55 -2.67 5.36
C31 -1.96 3.24 -0.87
C32 -3.83 -1.57 2.87
B1 2.35 3.55 -1.41
B2 -3.00 0.22 -2.24
H1 0.24 -3.37 6.12
H2 0.83 1.36 4.45
H3 -1.98 -1.63 -0.22
H4 -2.34 2.08 2.23
H5 -1.00 -5.14 -0.16
H6 0.25 5.92 -0.72
H7 -3.38 3.62 0.67
H8 -3.48 0.86 5.17
H9 -4.83 -1.30 3.24
H10 -0.35 5.45 -2.30
H11 -3.25 1.03 1.09
H12 -3.91 -1.78 1.80
H13 -1.88 -4.32 -2.89
H14 2.61 -2.62 6.00
H15 -0.98 -2.49 -4.44
H16 3.42 -2.13 -0.14
H17 4.05 -1.92 -2.78
H18 -1.18 1.87 -4.24
H19 2.27 -0.83 -0.34
H20 2.46 -4.14 -3.11
H21 -3.54 -2.50 3.36
H22 -3.33 4.86 -0.59
H23 3.10 -0.48 -2.50
H24 -0.08 0.98 -5.28
H25 -2.54 -0.55 5.66
H26 3.37 1.34 1.00
H27 1.49 3.72 4.91
H28 -1.43 -2.51 4.54
H29 2.07 -4.53 -1.44
H30 -2.73 -2.84 -2.38
H31 3.14 1.85 -3.82
H32 3.65 -3.88 -1.84
H33 1.70 2.48 -4.61
H34 0.75 -2.22 -4.76
H35 3.27 -1.03 4.19
H36 3.99 3.69 1.43
H37 -4.08 3.27 -0.91
H38 3.07 4.88 3.41
H39 2.25 0.83 -4.99
H40 -0.58 -2.25 0.72
H41 0.08 -5.21 -1.54
H42 -1.58 0.20 -4.65
H43 2.72 -1.56 -3.86
H44 1.74 -2.40 0.30
H45 -1.71 0.93 5.19
H46 -4.02 1.65 2.53
H47 0.17 -3.81 -4.28
H48 0.58 -4.39 -0.04
H49 -2.80 -4.29 -1.39
H50 -2.05 -3.16 0.62
H51 -1.50 5.98 -1.07

Net charge   0
ΔE to the lowest compared entry with this formula, charge and spin   1.6714 eV
LUMO energy   -1.25 eV
HOMO level   -7.0 eV
E_tot   -2953.947732 a.u.


This record from the OMol25 dataset describes a 15-piece molecular cluster, C32H51BCl42F3NO4P overall in a non-equilibrium geometry. The level of theory is wB97M-V/def2-TZVPD.

Geometry (Å):
Cl1 9.35 -1.25 6.01
Cl2 -2.99 -9.24 0.52
Cl3 -6.37 5.86 -2.54
Cl4 -4.12 -7.74 2.73
Cl5 3.32 -6.87 -2.32
Cl6 -7.81 4.73 1.86
Cl7 7.66 5.48 5.32
Cl8 -3.15 -10.45 3.16
Cl9 -0.64 4.90 -2.43
Cl10 3.96 -7.43 0.46
Cl11 -3.20 4.08 -3.51
Cl12 8.25 0.43 8.11
Cl13 -6.22 2.95 -2.56
Cl14 -1.18 -4.84 2.04
Cl15 1.41 -8.28 -0.64
Cl16 -4.54 2.77 -5.93
Cl17 -7.69 2.05 0.47
Cl18 9.88 8.13 4.52
Cl19 -8.83 6.38 4.03
Cl20 -3.22 -9.90 -2.22
Cl21 -8.60 4.28 -1.54
Cl22 -4.34 -7.26 -2.68
Cl23 12.40 7.18 3.41
Cl24 -5.60 0.22 -0.39
Cl25 8.54 2.74 4.95
Cl26 5.77 3.30 5.70
Cl27 -1.52 -5.73 4.79
Cl28 -11.02 5.51 -6.14
Cl29 -8.18 5.23 -5.56
Cl30 -2.60 1.36 -7.58
Cl31 -6.77 -0.06 2.25
Cl32 -8.02 3.63 4.54
Cl33 11.28 5.89 5.76
Cl34 -9.66 3.00 -6.68
Cl35 -11.01 8.56 -4.14
Cl36 -10.13 6.71 -2.08
Cl37 -2.99 0.57 -4.81
Cl38 9.13 -2.27 8.72
Cl39 -11.11 9.34 -1.35
Cl40 -5.07 -9.47 -4.42
Cl41 -1.33 5.55 -5.18
Cl42 -3.18 -3.58 3.74
P1 2.39 0.92 -3.58
F1 1.61 -4.06 -1.61
F2 0.73 -4.69 0.33
F3 2.45 -3.11 0.21
O1 1.62 -0.07 -4.44
O2 2.27 2.43 -4.39
O3 4.06 0.62 -3.53
O4 5.54 -0.39 3.99
N1 -1.72 -2.29 -3.72
C1 1.22 -3.53 -0.35
C2 -2.91 -8.95 2.26
C3 2.67 -7.04 -0.68
C4 -3.79 -8.75 -3.44
C5 5.60 -1.12 -2.77
C6 -9.50 4.76 -6.64
C7 7.46 3.81 5.86
C8 0.70 -1.18 -1.61
C9 11.46 7.42 4.89
C10 0.35 2.30 -6.05
C11 0.30 -1.98 2.18
C12 1.57 -1.08 2.49
C13 4.12 -1.60 5.56
C14 -1.07 -3.04 -2.89
C15 2.44 -1.86 3.60
C16 1.69 -0.13 -0.95
C17 -7.07 0.39 0.57
C18 4.33 -0.80 -3.70
C19 -2.33 -5.09 3.35
C20 -7.28 4.36 -2.72
C21 -1.19 -3.02 -1.32
C22 -0.46 -1.66 0.83
C23 1.70 1.20 -1.88
C24 -7.70 5.08 3.58
C25 -11.26 8.00 -2.49
C26 -1.95 5.33 -3.54
C27 5.60 1.00 3.65
C28 5.34 -0.60 5.39
C29 0.88 2.74 -4.63
C30 2.85 -0.94 4.83
C31 -3.77 1.21 -6.26
C32 9.42 -0.84 7.72
B1 0.13 -2.33 -0.55
H1 3.48 -1.46 -3.37
H2 4.91 1.64 4.28
H3 6.67 1.34 3.73
H4 10.42 -0.47 7.95
H5 -12.27 7.61 -2.41
H6 3.08 0.12 4.55
H7 0.79 3.87 -4.59
H8 4.39 -2.60 5.14
H9 2.42 1.91 -1.35
H10 -2.39 6.27 -3.21
H11 -1.37 -4.09 -1.00
H12 2.23 -6.10 -0.39
H13 1.28 -0.06 2.88
H14 -1.93 -8.56 2.50
H15 -7.72 4.34 -3.73
H16 7.74 3.75 6.91
H17 -0.61 2.86 -6.27
H18 0.70 1.73 -1.88
H19 -3.07 -5.82 3.02
H20 -0.16 -0.57 -2.04
H21 -9.26 5.10 -7.64
H22 2.73 -0.55 -1.01
H23 1.38 0.23 0.06
H24 5.37 -2.09 -2.25
H25 2.27 -0.94 1.62
H26 -6.70 5.42 3.80
H27 5.06 0.34 5.96
H28 5.64 -0.29 -2.01
H29 -0.43 -1.76 3.03
H30 -2.96 -8.51 -4.10
H31 6.27 -1.07 5.82
H32 3.38 -2.26 3.14
H33 0.16 1.19 -6.11
H34 5.29 1.17 2.58
H35 12.00 8.11 5.53
H36 -4.55 0.51 -6.57
H37 6.53 -1.13 -3.39
H38 1.87 -2.73 4.03
H39 1.07 2.54 -6.90
H40 -2.33 -1.69 -3.16
H41 -0.36 -3.80 -3.33
H42 4.61 -0.97 -4.78
H43 1.29 -1.66 -2.45
H44 2.00 -1.02 5.58
H45 -2.15 -2.46 -1.09
H46 0.62 -3.04 2.33
H47 -1.54 -2.00 0.98
H48 0.17 2.35 -3.85
H49 -7.82 -0.28 0.17
H50 3.93 -1.74 6.67
H51 -0.53 -0.52 0.76

Net charge   -1
ΔE to the lowest compared entry with this formula, charge and spin   2.7752 eV
LUMO energy   1.33 eV
HOMO level   -6.0 eV
E_tot   -21599.441710 a.u.


This record from the OMol25 dataset describes a 5-piece molecular cluster, C32H51IN2O17 overall. The level of theory is wB97M-V/def2-TZVPD.

Geometry (Å):
I1 1.89 8.32 -3.66
O1 0.13 -6.36 4.52
O2 3.65 2.77 5.05
O3 -0.70 -8.33 5.11
O4 -2.55 -3.57 -2.64
O5 1.04 -5.37 0.47
O6 0.68 -7.24 6.52
O7 -1.56 -4.03 -0.71
O8 -3.02 3.88 1.38
O9 1.19 3.45 -2.62
O10 2.69 3.77 3.31
O11 0.69 -7.53 -0.04
O12 0.15 4.62 0.06
O13 2.73 -6.80 0.60
O14 -1.64 6.80 -1.01
O15 0.00 5.91 -4.46
O16 -2.14 -1.91 -1.17
O17 4.56 2.54 3.00
N1 -1.62 6.79 -6.06
N2 -1.76 5.45 -2.94
C1 -1.64 -9.14 3.02
C2 2.64 3.63 5.61
C3 2.14 -3.21 0.66
C4 -3.09 -5.78 -3.49
C5 1.77 3.88 4.40
C6 1.32 1.06 -2.79
C7 -0.48 -6.90 3.35
C8 0.10 -7.31 5.49
C9 -1.39 5.79 -1.58
C10 -4.01 2.03 0.07
C11 -2.09 -3.05 -1.47
C12 1.42 -6.65 0.31
C13 -0.89 6.42 -5.25
C14 2.52 6.35 -3.04
C15 2.95 5.50 -4.22
C16 -3.75 3.54 0.22
C17 -1.65 3.50 1.35
C18 0.53 -0.23 -2.54
C19 0.49 4.66 -2.37
C20 -2.09 -4.93 -2.75
C21 1.57 5.71 -2.01
C22 -0.71 4.70 1.19
C23 1.95 2.98 6.78
C24 3.30 -5.49 0.73
C25 -0.48 4.63 -1.17
C26 3.72 2.98 3.72
C27 -0.71 -0.34 -3.44
C28 2.10 -4.64 1.12
C29 -1.89 -5.29 -1.29
C30 -0.52 4.94 -3.51
C31 -1.41 -7.95 3.92
C32 0.60 2.25 -2.17
H1 -1.08 -6.00 -1.12
H2 -1.45 3.01 2.31
H3 -3.31 1.45 0.67
H4 2.33 1.01 -2.40
H5 -0.46 2.19 -2.46
H6 -2.42 -9.79 3.43
H7 -0.72 4.04 -4.10
H8 2.22 5.16 -1.33
H9 3.72 -5.19 -0.23
H10 -2.86 -6.84 -3.36
H11 -0.98 -1.38 -3.62
H12 1.14 6.51 -1.40
H13 3.91 5.87 -4.60
H14 1.05 3.53 7.04
H15 0.21 -0.23 -1.49
H16 1.93 -4.70 2.20
H17 -3.85 1.72 -0.97
H18 -1.58 0.10 -2.94
H19 3.42 6.59 -2.48
H20 -1.13 -4.92 -3.28
H21 0.30 -7.34 2.72
H22 1.00 3.11 4.28
H23 3.10 4.46 -3.92
H24 -0.58 0.18 -4.38
H25 3.08 -2.74 0.96
H26 -1.27 5.63 1.22
H27 3.14 4.56 5.91
H28 -2.80 -5.67 -0.82
H29 1.30 4.86 4.39
H30 4.09 -5.50 1.48
H31 -1.46 2.75 0.58
H32 1.31 -2.64 1.08
H33 -3.26 3.93 -0.68
H34 2.26 5.53 -5.06
H35 -4.70 4.06 0.31
H36 -4.10 -5.59 -3.11
H37 -5.03 1.77 0.32
H38 1.41 1.26 -3.86
H39 0.65 2.17 -1.08
H40 -2.50 4.77 -2.98
H41 -2.35 -7.50 4.22
H42 -1.16 3.77 -1.28
H43 2.61 2.96 7.65
H44 -0.99 -6.11 2.80
H45 -0.73 -9.73 2.93
H46 -0.04 4.72 2.04
H47 -3.09 -5.56 -4.55
H48 1.19 -1.07 -2.72
H49 2.05 -3.16 -0.43
H50 1.69 1.95 6.54
H51 -1.95 -8.81 2.03

Net charge   0
ΔE to the lowest compared entry with this formula, charge and spin   0.0165 eV
LUMO energy   0.13 eV
HOMO level   -9.0 eV
SMILES string   CCCCO[C@@]1(C[C@@H](C)I)[C@H](OC#N)NC(=O)[C@@H]1OCCOCC.C[C@@H]1COC(=O)O1.C[C@@H]1COC(=O)O1.C[C@@H]1COC(=O)O1.C[C@@H]1COC(=O)O1
E_tot   -2936.200062 a.u.